Model A:
This record from the OMol25 dataset describes one molecule with the formula C10H20N6O4. The level of theory is wB97M-V/def2-TZVPD.

Last column: Mulliken charge in e.
Cartesian coordinates (Å):
O: 3.54 -3.45 0.08  -0.528
O: 3.78 -4.04 2.29  -0.531
O: -0.66 -1.01 1.76  -0.632
O: 1.23 -2.31 -0.95  -0.858
N: -0.86 -2.57 3.38  -0.482
N: -2.02 3.74 -1.11  -0.362
N: 1.76 -1.23 0.96  -0.244
N: -0.87 -0.18 -1.11  -0.550
N: -2.60 1.86 -2.60  -0.485
N: -3.11 4.12 -3.17  -0.767
C: 0.56 0.00 -1.00  0.027
C: 0.69 -3.13 1.61  -0.986
C: -1.08 3.06 -0.22  -0.620
C: 1.24 -1.25 -0.24  0.360
C: -2.64 3.24 -2.33  0.551
C: 0.84 1.29 -0.18  -1.372
C: -0.36 -2.22 2.21  0.629
C: 1.98 -2.42 1.71  -0.461
C: 3.27 -3.40 1.41  0.324
C: 0.28 2.67 -0.90  -0.658
H: 2.78 -3.09 -0.51  0.425
H: 1.91 1.33 -0.16  0.435
H: 2.29 -2.06 2.75  0.516
H: -1.34 -0.35 -0.16  0.207
H: 0.55 -3.39 0.61  0.579
H: -2.78 1.76 -3.68  0.293
H: -0.04 2.57 -1.93  0.313
H: -1.03 3.60 0.72  0.389
H: -1.89 4.72 -1.47  0.199
H: -1.78 -2.08 3.51  0.337
H: 0.68 -3.92 2.33  0.387
H: -1.78 1.20 -2.26  0.329
H: 0.31 1.13 0.73  0.553
H: -2.97 5.05 -2.61  0.203
H: 1.88 -0.19 1.34  0.408
H: -0.96 -3.65 3.58  0.295
H: 0.92 0.15 -1.92  0.908
H: -1.07 -1.06 -1.71  0.324
H: -1.81 2.12 -0.04  0.218
H: 1.16 3.40 -0.74  0.326

As for the structure (SMILES): [H]/N=C(/N)NCCC[C@H](N)C(=O)N[C@@H](CC(N)=O)C(=O)O. Its LUMO energy is 0.193 eV. Its multiplicity is 1. The HOMO-LUMO gap is 8.53 eV. As for the net charge: 0.

=====

Model B:
This record from the OMol25 dataset describes one molecule with the formula C10H20N6O4. The level of theory is wB97M-V/def2-TZVPD.

Last column: Mulliken charge in e.
Cartesian coordinates (Å):
O: -1.62 0.66 1.84  -0.653
O: -5.84 -0.70 -0.76  -0.634
O: 0.39 3.38 -1.40  -0.595
O: -0.43 3.39 0.73  -0.520
N: 3.20 -1.56 -1.07  -0.514
N: -5.40 -2.62 0.41  -0.345
N: 5.20 -2.58 -0.39  -0.602
N: -1.02 0.59 -0.36  -0.115
N: -3.65 1.10 -1.03  -0.668
N: 4.67 -0.66 0.59  -0.295
C: 2.46 0.88 0.61  -1.054
C: -3.58 -1.06 -0.02  -0.788
C: 4.04 0.66 0.46  -0.986
C: 1.64 0.94 -0.63  -0.728
C: -3.40 0.42 0.21  0.412
C: -5.07 -1.47 -0.17  0.485
C: 4.21 -1.61 -0.27  0.313
C: -1.92 0.51 0.68  0.435
C: 0.21 1.28 -0.18  -0.653
C: 0.00 2.77 -0.40  0.477
H: -0.48 2.67 1.41  0.455
H: -3.33 2.01 -1.04  0.202
H: 2.23 1.70 1.15  0.858
H: 5.56 -2.71 0.52  0.255
H: 1.67 -0.03 -1.16  0.335
H: -3.94 0.80 1.17  0.207
H: 2.17 0.09 1.40  0.216
H: 3.37 -2.41 -1.68  0.170
H: -6.19 -3.18 0.10  0.260
H: 1.96 1.73 -1.23  0.535
H: 4.47 1.34 1.20  0.417
H: -3.18 -1.45 0.96  0.358
H: 0.35 1.01 1.02  0.623
H: -1.28 0.67 -1.26  0.385
H: -4.71 1.10 -1.15  0.290
H: 4.38 1.11 -0.47  0.417
H: 5.06 -3.61 -0.61  0.287
H: -3.08 -1.49 -0.92  0.217
H: -4.75 -3.15 1.03  0.237
H: 5.64 -0.51 0.73  0.303

As for the structure (SMILES): [H]/N=C(\N)NCCC[C@H](NC(=O)[C@@H](N)CC(N)=O)C(=O)O. Its LUMO energy is 0.644 eV. Its multiplicity is 1. The HOMO-LUMO gap is 9.93 eV. As for the net charge: 0.

=====

Most stable to least stable, the ends of the list are model B and model A.

=====

Model A:
This record from the OMol25 dataset describes a 2-piece molecular cluster, C3H9BNO2 overall. The level of theory is wB97M-V/def2-TZVPD.

Last column: Mulliken charge in e.
Cartesian coordinates (Å):
O: 2.86 0.18 0.83  -0.440
O: 1.16 1.30 -0.04  -0.737
N: -1.37 1.20 -0.70  -0.160
C: -2.87 -0.29 0.57  -0.582
C: 1.03 -1.21 -0.23  -0.485
C: -2.11 0.37 -0.16  0.521
B: 1.72 0.07 0.21  0.457
H: 1.44 -2.12 0.32  0.290
H: 3.20 -0.74 0.89  0.328
H: 1.75 2.00 0.04  0.308
H: 1.28 -1.21 -1.30  0.325
H: -0.41 1.42 -0.35  0.378
H: -3.59 0.19 1.16  0.319
H: -0.09 -1.29 -0.12  -0.097
H: -1.47 1.43 -1.70  0.300
H: -2.54 -1.30 0.59  0.276

Its LUMO energy is -4.249 eV. Its multiplicity is 1. The HOMO-LUMO gap is 11.52 eV. As for the net charge: +1.

=====

Model B:
This record from the OMol25 dataset describes a 2-piece molecular cluster, C3H9BNO2 overall. The level of theory is wB97M-V/def2-TZVPD.

Last column: Mulliken charge in e.
Cartesian coordinates (Å):
O: 2.33 1.54 0.07  -0.446
O: 1.95 -0.79 -0.16  -0.448
N: -0.90 1.44 -0.35  -0.292
C: -0.12 0.38 0.34  -0.159
C: 0.90 -1.74 -0.21  -0.412
C: -0.47 -0.99 -0.10  -0.839
B: 1.49 0.50 0.11  0.553
H: -0.88 -0.97 -1.15  0.235
H: -0.58 2.38 0.01  0.383
H: -0.85 1.17 -1.34  0.383
H: -1.16 -1.64 0.47  0.328
H: -0.17 0.75 2.00  0.369
H: -1.97 1.51 -0.21  0.363
H: 0.98 -2.47 0.57  0.340
H: 0.88 -2.20 -1.10  0.330
H: 3.13 1.27 -0.27  0.314

Its LUMO energy is -4.214 eV. Its multiplicity is 1. The HOMO-LUMO gap is 10.66 eV. As for the net charge: +1.

=====

Most stable to least stable, the ends of the list are model A and model B.

=====

Model A:
This record from the OMol25 dataset describes one molecule with the formula C4H3FO. The level of theory is wB97M-V/def2-TZVPD.

Last column: Mulliken charge in e.
Cartesian coordinates (Å):
F: 1.46 1.48 1.15  -0.213
O: -1.05 -1.38 -1.41  -0.579
C: -0.25 0.87 -0.95  -0.515
C: -0.56 -0.52 -0.73  0.467
C: 0.58 0.74 0.54  0.333
C: 0.09 -0.65 0.70  -0.352
H: 0.84 -1.43 0.81  0.266
H: -0.45 1.69 -1.60  0.377
H: -0.65 -0.79 1.48  0.215

As for the structure (SMILES): O=C1C=C(F)C1. Its LUMO energy (spin up / spin down) is -0.358 / -0.357 eV. Its multiplicity is 1. The HOMO-LUMO gap (spin up / spin down) is 8.93 / 8.93 eV. As for the net charge: 0.

=====

Model B:
This record from the OMol25 dataset describes one molecule with the formula C4H3FO. The level of theory is wB97M-V/def2-TZVPD.

Last column: Mulliken charge in e.
Cartesian coordinates (Å):
F: -1.75 -1.75 0.09  -0.321
O: -2.91 0.71 -0.38  -0.386
C: 1.45 -0.84 -0.82  0.256
C: -0.92 -0.46 0.25  0.226
C: -1.72 0.73 -0.37  -0.069
C: 0.35 -0.67 -0.37  -0.713
H: -0.88 -0.55 1.34  0.227
H: -1.17 1.62 -0.66  0.369
H: 2.47 -0.67 -1.11  0.412

As for the structure (SMILES): C#C[C@H](F)C=O. Its LUMO energy is 0.016 eV. Its multiplicity is 1. The HOMO-LUMO gap is 10.53 eV. As for the net charge: 0.

=====

Model C:
This record from the OMol25 dataset describes one molecule with the formula C4H3FO. The level of theory is wB97M-V/def2-TZVPD.

Last column: Mulliken charge in e.
Cartesian coordinates (Å):
F: 0.41 2.37 -0.52  -0.260
O: -0.91 0.62 -0.84  -0.255
C: -0.84 -0.66 -0.56  -0.263
C: 0.16 -0.94 0.30  -0.224
C: 0.81 0.25 0.60  -0.298
C: 0.20 1.14 -0.22  0.312
H: -1.63 -1.29 -1.02  0.373
H: 0.26 -1.95 0.78  0.299
H: 1.53 0.45 1.48  0.315

As for the structure (SMILES): Fc1ccco1. Its LUMO energy is 1.072 eV. Its multiplicity is 1. The HOMO-LUMO gap is 9.68 eV. As for the net charge: 0.

=====

Most stable to least stable, the ends of the list are model C and model A.

=====

Model A:
This record from the OMol25 dataset describes a 9-piece molecular cluster, C30H85N11O9 overall. The level of theory is wB97M-V/def2-TZVPD.

Last column: Mulliken charge in e.
Cartesian coordinates (Å):
O: -0.03 -4.18 0.67  0.162
O: 0.77 1.65 -3.94  -0.299
O: -2.85 -0.66 2.11  -0.383
O: -4.65 2.58 0.32  -0.273
O: 2.51 -0.93 2.99  -0.471
O: 4.40 1.08 -6.74  -0.639
O: 4.28 1.20 -2.25  -0.069
O: -0.88 -2.60 -5.21  -0.615
O: 0.66 5.18 -0.71  -0.334
N: -0.50 -5.42 3.29  -0.862
N: -6.23 3.84 2.00  -0.687
N: 5.34 -0.56 -5.37  -0.371
N: 2.86 -1.35 5.92  -0.800
N: 4.70 1.08 1.47  -0.591
N: -1.87 7.64 0.70  -0.723
N: 1.19 -3.45 -5.01  -0.318
N: -1.07 0.46 -2.37  -0.269
N: 3.60 -1.02 -6.60  -0.397
N: -2.87 -3.62 4.28  -0.496
N: -0.54 -4.51 -4.10  -0.397
C: 1.91 -5.64 3.50  -1.958
C: -7.61 4.90 0.25  -1.360
C: -2.85 -1.31 3.37  -0.428
C: -2.06 -1.26 1.09  0.144
C: 1.86 -2.06 5.10  0.770
C: 3.88 1.30 -0.91  0.238
C: -2.13 5.28 0.94  -1.495
C: 1.10 0.31 -3.52  -0.692
C: 0.40 -1.39 -1.82  -0.595
C: -0.23 6.27 -0.63  -0.947
C: -3.51 -2.74 3.27  0.497
C: -1.11 6.36 0.66  0.909
C: 0.68 -2.41 5.98  -1.122
C: -0.26 -4.63 -0.63  -1.197
C: 0.76 -4.92 2.76  2.426
C: -5.03 -2.62 3.50  -1.618
C: 0.88 -5.12 1.28  -1.231
C: 1.44 -1.14 3.92  -0.243
C: 1.45 2.12 -5.12  -0.664
C: 0.32 4.26 -1.77  0.025
C: 4.47 -0.06 -6.26  0.712
C: -0.13 -3.45 -4.81  0.687
C: 4.62 2.40 -2.94  -0.615
C: -5.57 3.51 -0.30  -0.790
C: -3.61 2.22 -0.55  -0.962
C: 5.75 -0.18 -0.23  -1.268
C: 2.20 -1.21 1.61  0.110
C: 5.06 1.15 0.05  0.334
C: 0.29 0.11 -2.23  0.307
C: -6.76 3.70 0.62  0.516
H: 3.24 0.45 -0.69  -0.309
H: -5.00 4.45 -0.35  0.223
H: 1.93 -4.90 1.04  0.375
H: 2.50 2.32 -4.96  0.172
H: 1.63 -2.56 -5.19  0.226
H: 3.63 2.83 -3.12  0.023
H: 5.81 1.92 -0.16  0.432
H: -2.97 5.26 0.25  0.159
H: -7.35 2.78 0.60  0.270
H: 3.94 0.40 1.46  -0.023
H: 4.17 1.94 1.64  0.333
H: 2.87 -0.79 -7.26  0.199
H: -7.35 5.81 0.79  0.389
H: -6.34 4.74 2.45  0.269
H: 1.27 -0.69 1.40  0.351
H: 3.03 -0.95 0.96  -0.151
H: 1.23 -0.12 4.28  0.619
H: 0.14 -5.21 -3.87  0.135
H: -1.24 -1.86 1.49  -0.013
H: 5.41 -1.52 -5.11  0.157
H: 3.33 2.23 -0.70  0.342
H: 0.91 -3.87 3.02  -0.956
H: 5.69 -0.46 -1.28  0.257
H: -1.66 4.32 1.18  0.366
H: -1.14 1.42 -2.72  0.345
H: -3.99 1.51 -1.29  0.475
H: 5.93 0.01 -4.79  0.181
H: -1.51 -4.64 -3.87  0.212
H: -2.60 5.42 1.92  0.442
H: 0.73 -0.43 -4.23  0.528
H: -2.83 1.78 0.08  0.175
H: -0.15 -2.05 -2.49  0.042
H: 0.93 -3.16 6.73  0.365
H: -0.33 3.52 -1.28  0.111
H: -1.60 -0.52 0.43  -0.323
H: -5.52 -1.85 2.90  0.374
H: 1.46 -1.56 -1.99  0.338
H: 2.92 -5.57 3.10  0.368
H: 1.76 -4.27 -4.92  0.151
H: -0.77 -3.92 -1.28  0.194
H: 0.84 0.72 -1.50  0.055
H: 0.40 7.15 -0.47  0.256
H: -2.63 -1.86 0.37  0.348
H: -1.32 -0.04 -3.22  0.358
H: 0.28 -1.47 6.36  0.399
H: -0.78 6.52 -1.53  0.454
H: -0.85 -5.54 -0.82  0.401
H: -1.44 8.36 0.14  0.221
H: -5.23 3.80 1.85  0.259
H: -0.70 -4.84 4.10  0.330
H: 0.97 3.08 -5.32  0.277
H: 1.29 1.35 -5.88  0.250
H: -0.48 6.40 1.55  0.184
H: 0.68 -4.82 -1.15  0.463
H: -3.31 -3.16 2.29  0.168
H: -5.55 -3.52 3.19  0.410
H: 0.66 -6.17 1.10  0.520
H: 2.06 -2.29 1.54  -0.367
H: -0.21 4.76 -2.58  0.314
H: -5.68 3.26 -1.36  0.492
H: -3.02 2.94 -1.12  0.375
H: 3.80 -1.99 -6.47  0.173
H: 6.81 0.04 -0.08  0.372
H: -1.20 -5.10 2.63  0.305
H: -3.20 -3.26 5.17  0.269
H: 1.25 3.76 -2.03  -0.244
H: 1.68 -6.71 3.57  0.473
H: -7.52 5.09 -0.83  0.309
H: -3.32 -0.72 4.16  0.480
H: -0.13 -2.81 5.37  -0.042
H: 3.28 -2.04 6.53  0.259
H: 5.13 2.25 -3.89  0.213
H: 5.49 -1.01 0.43  0.292
H: 0.53 -1.43 3.39  -0.509
H: 3.62 -0.97 5.38  0.266
H: -3.35 -4.52 4.31  0.270
H: -5.37 -2.34 4.50  0.386
H: 1.89 -5.26 4.52  0.339
H: 5.25 3.13 -2.42  0.294
H: -1.82 -1.46 3.70  -0.055
H: 2.35 -2.91 4.63  0.187
H: -8.66 4.74 0.48  0.331
H: 2.17 0.20 -3.30  0.102
H: 0.19 -1.65 -0.78  -0.365
H: -1.96 7.98 1.64  0.237

As for the structure (SMILES): COC[C@H](C)N.COC[C@H](C)N.COC[C@H](C)N.COC[C@H](C)N.COC[C@H](C)N.COC[C@H](C)N.COC[C@H](C)N.NC(N)=O.NC(N)=O. Its LUMO energy is -0.020 eV. Its multiplicity is 1. The HOMO-LUMO gap is 8.80 eV. As for the net charge: 0.

=====

Model B:
This record from the OMol25 dataset describes a 9-piece molecular cluster, C30H85N11O9 overall. The level of theory is wB97M-V/def2-TZVPD.

Last column: Mulliken charge in e.
Cartesian coordinates (Å):
O: -4.44 -7.24 -4.60  -0.688
O: 3.49 -5.35 3.67  -0.631
O: 3.80 -2.70 -4.66  -0.309
O: -4.79 1.04 8.33  -0.286
O: -0.29 -0.10 -1.03  -0.354
O: -3.03 6.17 -2.43  -0.320
O: 6.57 4.59 -6.38  -0.357
O: 10.05 2.57 -0.22  -0.342
O: -9.81 -2.75 2.43  -0.295
N: -1.25 -2.55 -0.37  -0.662
N: 2.04 -5.30 5.35  -0.403
N: -11.42 -4.21 0.74  -0.718
N: 3.97 -4.71 5.66  -0.410
N: -6.15 4.58 -1.41  -0.622
N: -5.18 -1.94 10.62  -0.709
N: -4.46 -5.42 -3.22  -0.349
N: -2.69 -6.55 -3.28  -0.367
N: 2.75 -4.98 -1.87  -0.685
N: 5.89 8.08 -7.27  -0.750
N: 13.69 3.46 -0.83  -0.722
C: -0.42 -0.34 0.36  -0.683
C: 12.84 1.28 -0.87  -1.378
C: -11.83 -3.89 2.07  0.450
C: 3.26 -2.61 -5.92  -0.795
C: -1.40 -2.08 1.94  -1.343
C: 4.49 6.84 -5.58  -1.457
C: 6.10 5.64 -7.16  -0.809
C: 9.16 3.06 -1.26  -0.633
C: -5.52 0.17 9.18  -0.591
C: 4.95 -3.92 -2.07  -1.281
C: 5.70 3.49 -6.19  -0.614
C: 3.42 -3.80 -2.44  0.497
C: -12.89 -4.86 2.41  -1.550
C: -3.66 -1.50 8.71  -1.360
C: -5.49 2.21 7.90  -0.826
C: 3.23 -3.78 -3.94  -0.677
C: -4.16 5.35 -2.54  -0.825
C: 5.85 6.89 -6.38  0.552
C: -3.91 -6.47 -3.74  0.663
C: -10.62 -3.77 3.00  -0.565
C: 3.15 -5.07 4.76  0.695
C: 0.75 0.82 -1.38  -0.779
C: -4.87 5.18 -1.23  0.666
C: -4.14 4.37 -0.19  -1.453
C: -4.58 -0.86 9.77  0.522
C: -1.49 -1.48 0.56  0.278
C: 12.47 2.72 -1.11  0.488
C: 11.34 3.16 -0.10  -0.678
C: -8.85 -2.14 3.30  -0.767
C: -2.32 6.33 -3.61  -0.693
H: 14.55 3.00 -1.08  0.271
H: 5.53 8.85 -6.73  0.291
H: 2.16 -3.58 -4.03  0.369
H: -2.18 -7.36 -3.60  0.221
H: 1.35 -5.73 4.76  0.217
H: -0.68 0.62 0.80  0.396
H: 2.38 -1.97 -6.06  0.305
H: -1.87 5.34 -3.72  0.307
H: 2.83 -2.94 -2.12  0.110
H: 3.09 -5.06 -0.92  0.268
H: -1.53 7.08 -3.53  0.226
H: -3.11 -0.77 8.12  0.331
H: -2.98 6.48 -4.46  0.295
H: 3.93 -2.05 -6.57  0.285
H: 1.92 -4.99 6.31  0.169
H: 11.36 4.25 -0.22  0.361
H: -5.94 0.74 10.01  0.338
H: -3.87 -0.36 10.42  0.147
H: -13.65 -4.49 3.10  0.397
H: -1.29 -1.31 2.71  0.334
H: -6.11 1.88 7.07  0.312
H: -2.87 -2.08 9.20  0.357
H: 4.74 3.90 -5.87  0.308
H: -6.00 -1.56 11.07  0.218
H: -6.21 4.00 -2.24  0.221
H: 9.71 3.12 -2.20  0.263
H: -4.60 -2.29 11.37  0.254
H: 13.68 0.91 -1.45  0.380
H: -6.09 2.89 8.50  0.326
H: -6.38 -0.33 8.73  0.376
H: 3.73 -4.72 6.64  0.148
H: -2.46 -1.08 0.28  0.340
H: 0.49 -0.76 0.79  0.334
H: 5.69 2.89 -7.10  0.277
H: 5.36 -4.89 -2.36  0.327
H: -11.10 -3.59 3.96  0.360
H: -12.50 -5.82 2.72  0.344
H: 12.11 2.85 -2.13  0.197
H: -6.51 4.04 -0.64  0.223
H: -8.53 -1.24 2.79  0.255
H: 6.12 2.88 -5.40  0.200
H: 8.37 2.31 -1.31  0.247
H: -2.53 -5.93 -2.49  0.176
H: 4.92 -4.61 5.36  0.215
H: -4.00 -4.85 -2.52  0.131
H: 13.05 1.19 0.20  0.326
H: 13.87 3.52 0.16  0.260
H: -5.39 -5.15 -3.50  0.206
H: 1.77 0.49 -1.22  0.298
H: 3.18 -3.57 -6.43  0.326
H: -3.94 3.33 -0.46  0.340
H: -5.09 6.16 -0.80  0.103
H: -11.23 -5.20 0.85  0.256
H: -9.99 -4.66 3.01  0.262
H: 0.64 1.76 -0.83  0.309
H: -12.26 -2.90 1.92  0.246
H: -9.23 -1.84 4.28  0.306
H: 3.60 6.51 -6.13  0.358
H: 4.21 7.73 -5.01  0.390
H: 5.27 -3.57 -1.09  0.361
H: -10.58 -3.71 0.50  0.290
H: 3.52 -4.77 -4.31  0.275
H: 5.08 7.97 -7.87  0.280
H: -4.03 4.33 -2.90  0.366
H: -2.39 -2.51 2.12  0.320
H: 0.63 1.10 -2.43  0.284
H: -4.87 5.66 -3.31  0.439
H: 11.67 2.88 0.90  0.366
H: -0.85 -2.07 -1.17  0.320
H: 5.20 5.31 -7.67  0.378
H: 12.00 0.61 -1.04  0.318
H: 6.63 7.00 -5.62  0.235
H: -8.00 -2.76 3.59  0.296
H: -0.37 -2.92 -0.05  0.229
H: 3.01 -5.87 -2.27  0.263
H: -4.78 2.92 7.48  0.277
H: 5.55 -3.27 -2.71  0.361
H: -0.60 -2.78 2.15  0.384
H: -4.29 -2.03 7.99  0.315
H: 6.84 5.70 -7.96  0.370
H: 4.57 6.08 -4.81  0.349
H: -4.69 4.36 0.75  0.356
H: 8.56 3.97 -1.19  0.275
H: -13.50 -5.00 1.51  0.434
H: -3.11 4.70 -0.07  0.371

As for the structure (SMILES): COC[C@H](C)N.COC[C@H](C)N.COC[C@H](C)N.COC[C@H](C)N.COC[C@H](C)N.COC[C@H](C)N.COC[C@H](C)N.NC(N)=O.NC(N)=O. Its LUMO energy is 0.243 eV. Its multiplicity is 1. The HOMO-LUMO gap is 9.28 eV. As for the net charge: 0.

=====

Most stable to least stable, the ends of the list are model A and model B.